Record 1
C4H14N2O | the ωB97M-V functional and the def2-TZVPD basis

Atoms and positions in Å:
C -1.1362 0.6153 -0.1250
H -1.1585 -0.0696 -2.8509
H 0.2775 -0.2494 -1.4859
H 2.2029 -0.1005 -0.0388
H 1.0153 -1.9564 2.8187
H -0.1596 -1.2450 -0.0846
H 0.5469 0.0187 2.5524
H 1.2885 1.3597 0.4182
H -1.5773 0.7508 0.8607
O -1.9517 -0.6372 -2.7728
N -0.9922 2.0195 -0.5886
C 0.0740 -0.2276 -0.4001
H 2.3838 0.1768 2.0933
C 1.4241 -0.2669 1.9066
C 1.2506 0.2604 0.4776
H -1.9068 0.1329 -0.7146
H -1.8599 2.5039 -0.4680
H -0.5923 2.2714 -1.4748
H -1.6447 -1.3655 -3.3336
H 0.9341 -2.2331 1.2915
N 1.5816 -1.7581 1.9187

The HOMO energy comes out at -8.75 eV. The strongest force on any atom is 3.45 eV/Å. Its SMILES is NCCCCN.O. For the energy, the calculation gives -345.49800 hartree. The spin multiplicity is 1.



Record 2
C4H14N2O | the ωB97M-V functional and the def2-TZVPD basis

Atoms and positions in Å:
O -4.0574 -0.6438 -3.0465
H -4.2176 -1.5428 -2.6828
H 0.7269 1.8276 3.3701
H 1.1984 1.2709 0.0306
H 1.7591 -1.4252 0.5612
H 1.4856 -1.8494 -2.0587
H -1.2867 0.1047 -0.3587
H 0.4460 2.4048 1.9060
H 0.1034 -1.5482 0.1705
H -3.1342 -0.4939 -2.8068
N 0.1355 1.6921 2.5640
H 1.2001 -0.0117 -1.9605
N -0.6469 0.8756 -0.1897
C 0.9984 -0.9623 -0.0759
H 2.6279 -0.6539 -1.4447
C 0.6353 0.4349 0.4575
H 1.4293 0.0390 2.4418
C 0.5149 0.3786 1.9473
C 1.5647 -0.9266 -1.4965
H -1.2031 1.3768 0.5069
H -0.2795 -0.3473 2.1649

The HOMO energy comes out at -9.56 eV. The strongest force on any atom is 1.75 eV/Å. Its SMILES is CC[C@@H](N)CN.O. For the energy, the calculation gives -345.51718 hartree. The spin multiplicity is 1.



| no. | LUMO (Ha) | HOMO-LUMO gap (eV) |
| --- | --- | --- |
| 1 | 0.0244 | 9.415 |
| 2 | 0.0257 | 10.255 |